The following is a DFT calculation (ωB97M-V with the def2-TZVPD basis set) of C30H22N5PdTe as an isolated structure at a distorted geometry.

The geometry in XYZ format:
```
59
Properties=species:S:1:pos:R:3:nbo_charge:R:1
Pd -0.073 1.036 0.270 0.732
C 3.892 0.390 -1.278 -0.258
C 4.709 0.089 -0.191 -0.130
C 4.163 0.047 1.067 -0.220
C 2.800 0.309 1.258 0.381
N 2.029 0.626 0.201 -0.496
C 2.572 0.656 -1.034 0.048
N 2.351 0.241 2.550 -0.512
C 1.127 0.211 2.891 0.484
N -0.005 0.225 2.104 -0.628
C -1.122 0.145 2.910 0.461
N -2.351 0.056 2.592 -0.518
C -2.843 0.059 1.315 0.384
C -4.218 -0.185 1.191 -0.219
C -4.822 -0.157 -0.040 -0.129
C -4.050 0.111 -1.169 -0.259
C -2.708 0.320 -0.991 0.048
N -2.104 0.290 0.215 -0.504
C -0.675 0.093 4.318 -0.022
C -1.386 0.007 5.497 -0.187
C -0.654 -0.082 6.676 -0.185
C 0.739 -0.078 6.662 -0.187
C 1.444 0.027 5.467 -0.155
C 0.707 0.112 4.305 -0.107
H 4.276 0.422 -2.287 0.241
H 5.765 -0.103 -0.337 0.236
H 4.754 -0.189 1.941 0.248
H 1.904 0.906 -1.843 0.203
H -4.773 -0.386 2.096 0.247
H -5.885 -0.339 -0.135 0.235
H -4.481 0.151 -2.159 0.240
H -2.069 0.510 -1.843 0.202
H -2.469 0.016 5.500 0.237
H -1.175 -0.158 7.622 0.227
H 1.282 -0.159 7.595 0.228
H 2.527 0.047 5.443 0.237
Te -0.433 2.897 -1.515 0.722
C -2.138 3.513 -0.402 -0.276
C -2.120 3.480 0.988 -0.184
C -3.257 3.839 1.698 -0.206
C -4.407 4.228 1.020 -0.190
C -4.419 4.264 -0.366 -0.196
C -3.282 3.907 -1.083 -0.241
C 0.707 4.561 -0.893 -0.286
C 0.952 5.564 -1.818 -0.170
C 1.629 6.708 -1.413 -0.212
C 2.035 6.844 -0.093 -0.185
C 1.795 5.828 0.823 -0.184
C 1.141 4.672 0.423 -0.238
H -1.235 3.178 1.528 0.206
H -3.245 3.795 2.779 0.228
H -5.291 4.512 1.577 0.229
H -5.313 4.565 -0.897 0.229
H -3.298 3.926 -2.165 0.225
H 0.625 5.460 -2.846 0.218
H 1.832 7.491 -2.131 0.230
H 2.545 7.745 0.224 0.230
H 2.118 5.932 1.851 0.227
H 0.990 3.863 1.125 0.218
```

2S+1 ... 1
Charge ... +1
Total energy ... -49685.97530 eV
M ... 686.561 g mol⁻¹
Gap between HOMO and LUMO ... 7.152 eV
HOMO ... -10.976 eV

---

The following is a DFT calculation (ωB97M-V with the def2-TZVPD basis set) of C38H53N13OPbS as an isolated structure at a distorted geometry.

The geometry in XYZ format:
```
107
Properties=species:S:1:pos:R:3:mulliken_charge:R:1
Pb 0.264 -0.599 0.867 1.826
C 0.490 -3.999 1.655 -0.752
N 0.658 -3.233 0.418 -0.453
C 1.980 -3.338 -0.192 -0.617
C 2.942 -2.443 0.519 -0.038
N 2.598 -1.289 1.063 0.836
C 3.751 -0.758 1.613 -0.131
C 3.992 0.395 2.358 -0.868
C 5.295 0.656 2.736 -0.781
C 6.348 -0.208 2.416 -0.679
C 6.122 -1.391 1.739 -1.070
C 4.817 -1.643 1.341 0.720
N 4.251 -2.699 0.665 -0.071
C -0.239 -3.234 2.709 -0.030
N -0.162 -1.923 2.851 0.256
C -0.813 -1.624 4.030 0.215
C -0.959 -0.427 4.728 -0.659
C -1.666 -0.453 5.914 -0.808
C -2.188 -1.641 6.433 -0.652
C -2.024 -2.848 5.772 -1.068
C -1.327 -2.821 4.571 0.530
N -0.941 -3.812 3.695 -0.038
H 1.479 -4.222 2.073 0.286
H -0.017 -4.955 1.475 0.504
H -0.062 -3.501 -0.242 0.281
H 1.908 -3.009 -1.234 -0.030
H 2.367 -4.365 -0.194 0.614
H 3.179 1.037 2.657 0.788
H 5.520 1.543 3.307 0.520
H 7.351 0.049 2.718 0.447
H 6.915 -2.096 1.543 0.482
H 4.757 -3.510 0.340 0.292
H -0.485 0.475 4.380 0.611
H -1.811 0.464 6.460 0.503
H -2.711 -1.620 7.378 0.441
H -2.407 -3.771 6.183 0.468
H -1.133 -4.797 3.814 0.271
C 1.428 3.432 -1.444 -0.845
N 2.209 3.900 -0.285 0.300
C 3.515 4.441 -0.715 -0.831
C 2.354 2.810 0.728 -1.685
C 1.171 2.778 1.663 0.785
C 1.025 3.858 2.554 -0.892
C -0.047 3.951 3.416 -1.136
C -1.038 2.987 3.394 -0.675
C -0.909 1.900 2.527 -1.119
C 0.206 1.803 1.739 1.287
H 1.224 4.262 -2.120 0.469
H 0.487 2.997 -1.109 0.097
H 1.990 2.669 -1.984 0.439
H 1.694 4.675 0.156 0.493
H 4.139 3.646 -1.118 0.391
H 4.034 4.908 0.120 0.360
H 3.372 5.196 -1.487 0.387
H 3.264 2.999 1.304 0.532
H 2.467 1.862 0.198 0.164
H 1.791 4.620 2.576 0.576
H -0.128 4.788 4.095 0.505
H -1.904 3.052 4.037 0.573
H -1.689 1.157 2.496 0.477
C 0.481 -4.184 -4.504 -1.199
C 0.536 -3.036 -5.507 0.697
C 1.972 -2.640 -5.830 -1.421
C -0.302 -1.818 -5.051 -1.390
N 0.102 -1.272 -3.781 1.223
C -0.216 -1.683 -2.544 -1.546
N 0.401 -0.895 -1.679 0.526
N 1.090 -0.018 -2.406 -0.106
N 0.918 -0.235 -3.639 -0.747
H 0.933 -5.065 -4.950 0.469
H -0.544 -4.441 -4.242 0.350
H 1.040 -3.950 -3.597 0.128
H 0.057 -3.368 -6.433 0.339
H 2.490 -2.254 -4.953 0.244
H 1.998 -1.882 -6.608 0.389
H 2.524 -3.503 -6.193 0.438
H -1.349 -2.120 -4.972 0.371
H -0.200 -1.027 -5.794 0.472
H -0.872 -2.492 -2.307 0.722
C -4.222 -1.575 -1.969 -0.620
N -4.452 -0.708 -0.849 0.425
C -5.511 0.133 -0.697 -0.103
C -5.394 0.727 0.525 -0.820
N -4.264 0.228 1.100 0.310
C -3.684 -0.652 0.257 -0.500
S -2.350 -1.671 0.552 -0.098
H -4.790 -1.219 -2.826 0.348
H -4.551 -2.589 -1.732 0.357
H -3.157 -1.588 -2.198 0.019
H -6.275 0.241 -1.442 0.547
H -6.035 1.443 1.003 0.493
H -3.953 0.433 2.039 0.155
C -2.308 1.767 -3.219 -0.863
N -2.660 2.774 -2.242 0.339
C -3.364 3.941 -2.733 -1.076
C -2.337 2.609 -0.953 0.179
C -2.775 3.700 -0.015 -1.388
O -1.716 1.613 -0.552 0.851
H -3.206 1.288 -3.614 0.457
H -1.680 1.027 -2.727 -0.186
H -1.764 2.215 -4.050 0.521
H -3.588 3.809 -3.788 0.470
H -2.758 4.843 -2.624 0.304
H -4.301 4.092 -2.197 0.318
H -2.351 4.653 -0.318 0.458
H -2.454 3.473 0.998 -0.106
H -3.857 3.804 -0.038 0.456
```

2S+1 ... 1
Charge ... +4
Total energy ... -77732.95990 eV
M ... 947.199 g mol⁻¹
Gap between HOMO and LUMO (spin up / spin down) ... 5.001 / 4.997 eV
HOMO (spin up / spin down) ... -17.718 / -17.718 eV

---

The following is a DFT calculation (ωB97M-V with the def2-TZVPD basis set) of one molecule with the formula C3H5N3S at a distorted geometry.

The geometry in XYZ format:
```
12
Properties=species:S:1:pos:R:3:nbo_charge:R:1
H -2.069 2.265 -0.449 0.363
N -1.040 2.165 -0.467 -0.585
C -0.409 1.074 0.091 0.327
C 1.097 1.030 -0.084 -0.198
S 1.939 -0.504 0.080 0.029
N -1.023 0.019 0.737 -0.500
N -1.474 -1.222 0.362 -0.217
C -1.093 -1.875 -0.673 -0.170
H 1.485 1.773 -0.588 0.182
H -1.400 0.465 1.481 0.382
H -0.197 -1.595 -1.411 0.182
H -1.648 -2.958 -0.745 0.207
```

2S+1 ... 1
Charge ... 0
Total energy ... -18492.65020 eV
M ... 115.161 g mol⁻¹
Gap between HOMO and LUMO ... 7.424 eV
HOMO ... -9.240 eV

---

What is the formula in the second record?
C38H53N13OPbS